1.
C30H41F3IN4O5PS2 in the gas phase at a distorted geometry, computed with ωB97M-V/def2-TZVPD.

Summary:
HOMO energy	-8.54	eV
LUMO	0.0498	eV
SMILES	C#CCCCN(OC(=O)c1ccccc1)[C@@](CCCCCCCSc1nnco1)(CCC(F)=C(F)F)[C@H](I)O[C@@](S)(COC)[PH2]=N
molar mass	816.7	g/mol
frontier orbital gap	8.59	eV

```
87
Properties=species:S:1:pos:R:3:forces:R:3
C 1.24067 -1.45850 4.96377 -0.8 -0.9 0.0
C 1.20281 -1.92334 3.83379 1.2 -0.9 -0.2
C 1.53526 -2.58310 2.45018 -0.2 1.5 0.6
C 1.65690 -1.39926 1.36914 0.5 0.1 0.7
C 0.26715 -0.95634 0.73943 0.0 -0.4 2.1
N 0.25049 -0.43744 -0.61882 0.1 -3.2 0.8
O 0.09215 0.90993 -0.75785 -0.9 1.9 0.0
C -1.21362 1.34470 -0.52070 -1.7 1.4 0.1
O -2.16854 0.66340 -0.21882 1.8 0.0 -0.3
C -1.44649 2.90703 -0.58812 0.5 2.0 0.3
C -2.16109 3.49864 0.58368 0.6 1.8 -1.4
C -2.41439 4.95987 0.66772 1.6 -1.1 -2.9
C -1.96867 5.80717 -0.48406 0.6 -1.7 -0.2
C -1.25836 5.24991 -1.66317 -1.0 -2.3 2.5
C -0.97999 3.78061 -1.69096 -1.1 1.2 1.7
C 1.03363 -1.10489 -1.64218 0.2 0.8 -2.6
C 1.00054 -2.69348 -1.61070 -1.8 -0.8 0.9
C -0.48963 -3.30607 -1.42523 0.2 -0.8 0.5
C -0.51528 -4.53264 -0.37445 -1.1 0.5 0.0
C -1.88094 -4.50337 0.48095 -0.2 -0.7 0.2
C -1.67242 -4.74389 2.04142 0.4 0.4 -0.1
C -1.91426 -3.46591 2.94394 0.1 -0.2 1.1
C -3.44168 -3.15375 3.26889 0.7 -0.9 0.4
S -3.98792 -1.44009 2.83756 0.7 0.7 0.2
C -2.95834 -0.23166 3.69135 1.7 3.3 3.7
N -3.27004 0.58744 4.76846 -0.5 -2.1 -1.9
N -2.24920 1.38902 5.12422 3.0 -0.8 -2.4
C -1.16853 1.10993 4.26596 -5.2 -0.7 1.8
O -1.64155 0.15599 3.40979 1.4 -0.7 -1.3
C 0.37760 -0.69520 -3.07333 -0.1 0.4 0.0
C -1.19957 -0.70607 -3.12854 -0.2 -0.4 -1.8
C -1.85103 0.58327 -3.77678 -1.7 -0.6 -0.5
F -1.13494 1.68769 -4.25498 -0.6 -1.0 1.9
C -3.22874 0.59507 -3.91560 1.4 -0.1 -0.4
F -4.06214 1.63960 -3.60892 1.1 -2.0 -1.7
F -3.80062 -0.56358 -4.45896 0.0 2.2 2.2
C 2.55840 -0.53529 -1.81521 0.3 0.6 -0.4
I 4.10507 -2.10153 -1.90919 -0.1 0.3 -0.1
O 2.96450 0.36072 -0.78181 -0.2 0.3 -0.9
C 3.50004 1.59378 -1.23447 -0.6 2.6 0.2
S 5.07123 1.45529 -2.21956 0.1 -0.1 -0.2
C 2.41214 2.57004 -1.92107 0.5 -0.2 0.8
O 3.11523 3.74193 -2.37124 -0.9 -0.2 0.6
C 2.36766 4.94596 -2.15030 0.5 1.4 -0.7
P 4.00393 2.52290 0.36963 1.1 -1.5 1.1
N 5.33365 1.95337 1.03556 -1.2 0.4 0.3
H 1.09010 -1.31094 6.06278 0.3 0.1 -1.8
H 2.54122 -3.11255 2.49029 -1.3 0.7 0.3
H 0.74884 -3.34131 2.18238 0.7 0.8 0.3
H 2.07361 -0.51473 1.95351 -0.2 -1.1 -1.0
H 2.44674 -1.72395 0.63630 -1.0 0.5 0.5
H -0.15672 -0.18226 1.46004 0.4 -0.9 -1.2
H -0.44338 -1.84382 0.85776 0.8 1.1 -0.6
H -2.49247 2.85736 1.44089 0.4 0.5 -1.1
H -2.91844 5.44649 1.54360 0.6 -0.8 -1.0
H -2.14082 6.92322 -0.46253 0.1 -1.5 0.1
H -0.92336 5.87640 -2.52801 -0.4 -0.6 1.1
H -0.41347 3.37595 -2.56829 -0.7 0.2 1.0
H 1.56392 -3.14062 -0.73066 -0.3 0.8 -1.4
H 1.35274 -3.13220 -2.59661 0.1 0.9 1.4
H -1.21774 -2.55244 -1.01681 0.8 -0.6 -0.7
H -0.87891 -3.73541 -2.40379 0.4 0.9 1.1
H -0.49404 -5.52321 -0.93423 0.3 1.2 0.8
H 0.32427 -4.48370 0.37580 -0.6 0.0 -1.0
H -2.54031 -5.33425 0.08618 0.6 1.0 0.4
H -2.46125 -3.54274 0.36214 0.7 -0.9 -0.1
H -0.59764 -5.07272 2.20791 -1.3 0.2 -0.1
H -2.32930 -5.57763 2.42343 0.6 0.8 -0.4
H -1.43774 -2.51832 2.56458 -0.4 -1.1 0.1
H -1.41394 -3.68358 3.94619 -0.5 0.4 -1.2
H -4.08183 -3.85211 2.64840 0.4 1.2 0.5
H -3.68243 -3.39235 4.35217 0.3 0.5 -1.3
H -0.14218 1.57381 4.28704 -1.4 -1.0 -0.4
H 0.77648 -1.43725 -3.82286 -0.3 1.0 0.7
H 0.69750 0.35015 -3.39337 -0.2 -1.4 0.5
H -1.73486 -0.89872 -2.16097 0.9 0.5 -0.8
H -1.50148 -1.56480 -3.81873 0.3 1.0 0.9
H 2.69444 0.00855 -2.80522 -0.3 -1.0 1.2
H 5.43490 2.78056 -2.39133 -0.8 -0.9 0.4
H 1.73218 2.89159 -1.06543 0.3 -0.6 -1.2
H 1.85480 2.07429 -2.76734 0.4 0.5 0.9
H 1.93022 5.04522 -1.11393 0.2 -0.4 -1.1
H 1.59147 5.10344 -2.96690 0.6 -0.4 1.2
H 3.10054 5.81121 -2.26716 -0.8 -1.2 0.1
H 2.88187 2.34829 1.25683 0.1 0.4 -0.8
H 4.09607 3.91695 0.07506 -0.5 -0.5 -0.4
H 5.05933 1.61028 1.97044 0.5 0.0 -0.6
```
Positions in Å, forces in eV/Å.

The computed Löwdin charges, all in e, follow:
1 C 0.07
2 C -0.13
3 C -0.15
4 C -0.15
5 C -0.11
6 N -0.13
7 O 0.02
8 C -0.37
9 O 0.12
10 C -0.07
11 C -0.01
12 C -0.05
13 C -0.07
14 C -0.07
15 C -0.03
16 C -0.36
17 C -0.19
18 C -0.17
19 C -0.17
20 C -0.19
21 C -0.21
22 C -0.26
23 C -0.46
24 S 0.92
25 C -0.55
26 N -0.01
27 N 0.00
28 C -0.11
29 O -0.09
30 C -0.09
31 C -0.10
32 C -0.13
33 F 0.02
34 C -0.19
35 F 0.10
36 F 0.06
37 C -0.60
38 I 0.90
39 O -0.28
40 C -0.84
41 S 0.73
42 C -0.23
43 O -0.28
44 C -0.12
45 P 0.74
46 N -0.32
47 H 0.06
48 H 0.13
49 H 0.07
50 H 0.12
51 H 0.06
52 H 0.13
53 H 0.11
54 H 0.11
55 H 0.10
56 H 0.10
57 H 0.10
58 H 0.09
59 H 0.07
60 H 0.10
61 H 0.08
62 H 0.12
63 H 0.12
64 H 0.08
65 H 0.11
66 H 0.11
67 H 0.10
68 H 0.11
69 H 0.07
70 H 0.12
71 H 0.09
72 H 0.09
73 H 0.14
74 H 0.13
75 H 0.10
76 H 0.10
77 H 0.13
78 H 0.08
79 H -0.09
80 H 0.10
81 H 0.12
82 H 0.09
83 H 0.09
84 H 0.10
85 H 0.02
86 H 0.02
87 H -0.04

---

2.
4 unconnected molecules or ions with the total composition C24H48BrO10 at a distorted geometry, computed with ωB97M-V/def2-TZVPD.

Summary:
HOMO energy	-1.81	eV
LUMO	2.3473	eV
net charge	-1
molar mass	576.5	g/mol
frontier orbital gap	4.16	eV

```
83
Properties=species:S:1:pos:R:3:forces:R:3
C -1.49804 -1.37005 -0.40946 0.1 -0.4 0.5
C -0.72911 -2.29137 0.55036 0.0 0.8 -0.6
C -0.34083 -1.54780 1.83516 -0.1 -1.0 0.3
C 1.07162 -1.91177 2.32062 -0.3 0.2 -0.2
O 2.08295 -1.09494 1.81444 0.0 -0.1 0.1
C 2.02208 0.30004 2.29782 0.1 0.3 0.3
C 2.66570 0.33497 3.68999 -0.4 0.1 -0.2
C 1.73328 0.94159 4.74363 0.1 -0.1 0.3
C 1.45216 2.38670 4.49999 -0.3 0.0 0.1
Br 0.11300 3.05130 5.80674 0.1 0.1 0.0
C 2.82036 1.02082 1.22928 -0.1 -0.3 0.1
C 3.34202 2.40516 1.59164 0.2 -0.1 -0.1
C 2.01498 1.04160 -0.08517 -0.3 0.2 -0.4
C 1.33528 2.35788 -0.44792 0.2 0.2 0.1
H -1.58761 -1.79291 -1.40624 -0.1 0.0 -0.2
H -0.99087 -0.41340 -0.44580 0.1 0.2 -0.3
H -2.49019 -1.19527 -0.00481 -0.3 0.1 -0.1
H 0.17389 -2.63196 0.04430 0.2 0.0 0.0
H -1.33167 -3.17451 0.74787 0.0 -0.2 0.2
H -1.02979 -1.85037 2.62596 -0.2 0.1 0.1
H -0.43763 -0.47575 1.73025 0.2 0.3 0.0
H 1.28616 -2.91993 1.95995 0.1 -0.2 0.0
H 1.07351 -1.97660 3.41685 0.2 0.2 0.1
H 2.85687 -0.67307 4.05324 0.1 -0.4 -0.2
H 3.63737 0.84345 3.72299 0.2 0.1 0.0
H 0.78574 0.41246 4.69241 -0.2 -0.2 0.0
H 2.12563 0.82154 5.75725 0.1 0.0 0.1
H 2.31640 3.02175 4.61079 0.2 0.2 0.1
H 0.98173 2.51756 3.53951 -0.1 0.1 -0.3
H 3.72376 0.41641 1.01320 0.2 -0.1 0.0
H 2.56704 3.10281 1.88513 -0.3 0.1 0.0
H 4.07563 2.37860 2.38926 0.1 -0.1 0.3
H 3.86159 2.81617 0.72927 0.1 0.2 -0.2
H 1.23814 0.28529 -0.03496 0.0 -0.3 0.2
H 2.65310 0.76338 -0.92532 0.2 -0.1 -0.1
H 0.83936 2.81375 0.40231 -0.2 -0.1 0.3
H 0.59092 2.23640 -1.23183 -0.1 -0.1 -0.1
H 2.06134 3.08198 -0.80767 0.1 0.2 -0.1
C 5.64881 2.82480 -6.21746 0.0 0.2 0.1
C 4.24569 2.30571 -5.98346 0.2 -0.2 -0.3
O 3.70726 2.78130 -4.74477 -0.1 0.1 0.0
C 3.22815 4.02536 -4.76306 -0.1 -0.1 0.0
O 3.18543 4.75680 -5.72244 0.0 0.0 0.1
O 2.78963 4.31491 -3.54024 0.1 0.0 -0.1
C 2.28066 5.63945 -3.38509 -0.1 0.1 0.1
H 6.28704 2.58863 -5.36529 0.0 -0.1 0.0
H 6.07572 2.37165 -7.11259 0.0 0.0 0.0
H 5.64799 3.90670 -6.34555 0.0 0.0 -0.1
H 4.25360 1.22102 -5.89390 -0.1 0.0 0.1
H 3.57950 2.56974 -6.80442 0.0 0.1 0.0
H 1.52215 5.85664 -4.13386 0.1 0.0 -0.1
H 3.09056 6.36491 -3.45096 0.0 0.0 -0.1
H 1.83662 5.68020 -2.39474 0.0 -0.1 0.0
C -2.38113 0.12429 5.56960 -0.2 -0.2 0.0
C -3.26822 1.34813 5.51397 0.5 0.0 0.2
O -4.42144 1.12250 4.67610 -0.2 0.0 0.0
C -5.41479 0.44000 5.22684 0.1 0.2 0.0
O -5.47252 0.03057 6.36002 0.0 0.0 -0.1
O -6.38280 0.30155 4.30849 0.0 0.0 0.0
C -7.50864 -0.45161 4.75249 -0.1 0.0 0.0
H -2.10972 -0.19420 4.56206 0.1 0.1 0.0
H -1.46929 0.34850 6.12069 0.0 0.1 0.0
H -2.89085 -0.70660 6.05933 0.0 0.0 0.1
H -2.73062 2.17490 5.05683 -0.1 0.0 -0.1
H -3.58665 1.66281 6.50752 -0.1 -0.1 0.0
H -7.90528 -0.05154 5.68335 0.1 0.0 0.1
H -7.23582 -1.49789 4.88493 0.0 0.0 0.1
H -8.26069 -0.37020 3.97215 0.1 0.0 -0.1
C -3.42933 -5.70010 -6.69615 0.1 -0.1 0.1
C -3.63665 -4.51475 -5.77681 -0.1 0.0 -0.3
O -3.24660 -4.81447 -4.43160 0.0 0.0 0.1
C -1.93211 -4.75833 -4.19213 0.0 0.1 0.1
O -1.08108 -4.46102 -4.99180 -0.1 -0.1 0.0
O -1.73301 -5.06876 -2.91358 0.0 0.0 -0.1
C -0.36030 -5.07146 -2.50658 0.2 0.0 0.2
H -3.93732 -6.58081 -6.30079 -0.1 0.0 0.0
H -3.82403 -5.48300 -7.68904 0.0 0.0 0.0
H -2.37073 -5.93864 -6.79087 0.0 0.1 0.0
H -4.69376 -4.26078 -5.71902 0.0 0.0 0.2
H -3.09995 -3.63567 -6.13181 0.1 0.0 0.1
H 0.12436 -4.13097 -2.75597 0.0 0.0 -0.1
H 0.16675 -5.90279 -2.97306 0.0 0.1 -0.1
H -0.35253 -5.19936 -1.42841 -0.2 0.0 0.0
```
Positions in Å, forces in eV/Å.

The computed Löwdin charges, all in e, follow:
1 C -0.11
2 C -0.27
3 C -0.20
4 C -0.27
5 O -0.18
6 C -0.29
7 C -0.21
8 C -0.34
9 C -0.58
10 Br 0.57
11 C -0.39
12 C -0.10
13 C -0.22
14 C -0.13
15 H 0.05
16 H 0.06
17 H 0.07
18 H 0.09
19 H 0.09
20 H 0.09
21 H 0.08
22 H 0.11
23 H 0.10
24 H 0.10
25 H 0.09
26 H 0.08
27 H 0.09
28 H 0.05
29 H 0.04
30 H 0.12
31 H 0.06
32 H 0.06
33 H 0.07
34 H 0.08
35 H 0.10
36 H 0.06
37 H 0.06
38 H 0.05
39 C -0.07
40 C -0.22
41 O 0.04
42 C -0.61
43 O 0.11
44 O 0.01
45 C -0.04
46 H 0.08
47 H 0.08
48 H 0.07
49 H 0.12
50 H 0.12
51 H 0.09
52 H 0.10
53 H 0.09
54 C -0.07
55 C -0.21
56 O 0.04
57 C -0.61
58 O 0.11
59 O 0.00
60 C -0.05
61 H 0.08
62 H 0.05
63 H 0.07
64 H 0.09
65 H 0.12
66 H 0.09
67 H 0.10
68 H 0.09
69 C -0.07
70 C -0.22
71 O 0.03
72 C -0.61
73 O 0.12
74 O 0.01
75 C -0.03
76 H 0.08
77 H 0.08
78 H 0.07
79 H 0.12
80 H 0.12
81 H 0.10
82 H 0.10
83 H 0.09

---

Q: Number 1 is which compound?
A: C30H41F3IN4O5PS2